## w
Molecular formula: C8H13NO
Method: DFT, ωB97M-V with the def2-TZVPD basis set

CARTESIAN COORDINATES (ANGSTROEM)
C  -2.981  1.500  0.571
C  -0.850  -0.689  0.318
C  0.455  -0.096  0.680
C  -0.123  -0.139  -0.769
C  0.446  1.174  1.465
C  1.651  -0.946  1.051
C  0.577  -1.115  -1.823
C  -0.503  1.147  -1.410
N  -3.863  1.974  1.109
O  -1.497  -1.829  0.573
H  -0.120  1.929  0.882
H  1.467  1.566  1.357
H  0.372  1.061  2.553
H  1.486  -1.820  0.416
H  1.553  -1.409  2.014
H  2.577  -0.483  0.969
H  0.121  -1.301  -2.759
H  0.598  -2.105  -1.530
H  1.524  -0.650  -1.974
H  -0.578  0.905  -2.410
H  0.348  1.901  -1.462
H  -1.518  1.545  -1.196
H  -1.142  -2.122  1.375

Results
**2S+1**: 1
**Molecular weight**: 139.20 g mol⁻¹
**HOMO level (alpha / beta)**: -0.31776 / -0.31770 hartree



## x
Molecular formula: C8H13NO
Method: DFT, ωB97M-V with the def2-TZVPD basis set

CARTESIAN COORDINATES (ANGSTROEM)
C  2.240  -0.199  -1.023
C  2.077  0.340  0.174
C  0.816  0.354  0.970
C  0.545  -1.047  1.537
O  -0.336  -1.729  0.619
C  -1.073  -0.785  -0.081
N  -1.621  -1.249  -1.278
C  -1.801  0.362  0.819
C  -0.514  0.598  0.106
C  -0.484  1.639  -0.987
H  1.403  -0.588  -1.592
H  3.198  -0.211  -1.515
H  2.948  0.745  0.705
H  0.864  1.095  1.769
H  1.438  -1.669  1.622
H  0.050  -0.987  2.515
H  -2.618  -1.411  -1.219
H  -1.147  -2.050  -1.637
H  -2.668  0.870  0.423
H  -1.849  0.135  1.872
H  -1.075  2.529  -0.680
H  0.526  1.977  -1.200
H  -0.919  1.280  -1.916

Results
**2S+1**: 1
**SMILES string**: C=C[C@@H]1CO[C@@]2(N)C[C@@]12C
**Molecular weight**: 139.20 g mol⁻¹
**HOMO level**: -0.30070 hartree



The computed energies, referenced to the most stable structure and given in eV, are w 4.649; x 0.000.



## w
Molecular formula: CH9N6
Method: DFT, ωB97M-V with the def2-TZVPD basis set

CARTESIAN COORDINATES (ANGSTROEM)
C  1.173  0.035  -0.096
N  -0.029  -0.545  0.125
N  1.802  0.858  0.831
N  2.070  -0.501  -0.944
N  -2.594  1.073  -0.398
N  -2.075  1.049  0.715
N  -0.554  -1.518  -0.720
H  1.373  1.312  1.655
H  2.762  1.186  0.603
H  1.819  -1.436  -1.348
H  2.954  -0.447  -0.570
H  -0.740  0.097  0.458
H  -3.504  1.436  -0.446
H  -2.801  1.253  1.411
H  -1.570  -1.512  -0.734
H  -0.085  -2.339  -0.542

Results
**Charge**: +1
**2S+1**: 1
**Molecular weight**: 105.12 g mol⁻¹
**HOMO level**: -0.48746 hartree



## x
Molecular formula: CH9N6
Method: DFT, ωB97M-V with the def2-TZVPD basis set

CARTESIAN COORDINATES (ANGSTROEM)
C  -2.339  -0.500  -0.050
N  2.545  0.517  0.302
N  3.103  -0.458  -0.128
N  -3.342  -1.219  0.127
N  4.371  -0.553  -0.373
N  -1.280  -0.017  -0.179
N  -0.242  0.702  -0.433
H  -4.101  1.172  0.377
H  -3.460  -1.620  1.008
H  -3.979  -1.243  -0.638
H  5.089  -0.023  0.123
H  4.709  -1.357  -0.895
H  0.817  0.250  -0.324
H  3.156  1.127  0.885
H  -0.291  1.676  -0.281
H  -4.755  1.547  0.478

Results
**Charge**: +1
**2S+1**: 1
**Molecular weight**: 105.12 g mol⁻¹
**HOMO level**: -0.47131 hartree



The computed energies, referenced to the most stable structure and given in eV, are w 0.000; x 3.112.